Below is a structure of composition C24H24AsN4O4S4V, with properties calculated with wB97M-V/def2-TZVPD.

E_LUMO (spin up / spin down) = -7.83 / -7.84 eV
total charge = +2
largest force on an atom = 0.0347 Eh/bohr

XYZ file:
```
62
Properties=species:S:1:pos:R:3:forces:R:3:lowdin_charge:R:1
V 0.634246 -0.738663 -2.424457 0.389 -0.055 -1.739 0.21
O 3.719645 -1.679766 3.411831 -0.028 0.005 -0.011 -0.04
C 3.996509 -2.680492 2.450924 0.032 -0.020 0.029 -0.17
C 3.154607 -2.433822 1.230560 0.019 0.005 -0.009 -0.10
C 3.121197 -3.313188 0.209308 0.032 -0.007 0.098 0.04
C 2.482904 -3.018316 -1.060563 -0.074 0.034 -0.134 -0.02
N 1.725665 -1.993129 -1.213571 0.099 -0.112 0.249 0.03
C 1.490129 -1.179776 -0.051304 0.048 0.121 0.040 -0.41
C 2.456363 -1.106319 1.125476 0.013 -0.064 0.013 -0.06
C -1.018610 -1.281668 0.468702 -0.022 0.067 0.056 -0.18
C -2.049953 -1.273072 1.391050 -0.011 -0.015 -0.028 0.08
C -3.344140 -1.002004 0.972607 0.034 -0.027 -0.033 -0.14
C -4.487688 -0.974199 1.941995 -0.072 0.044 -0.005 -0.20
O -4.019070 -1.350818 3.213914 0.017 -0.032 0.037 -0.04
C -3.545005 -0.755443 -0.382595 0.038 0.017 -0.005 0.02
C -2.466149 -0.782454 -1.239096 -0.036 0.013 -0.006 -0.13
N -1.211178 -1.030023 -0.837361 -0.030 -0.065 0.083 0.03
H 4.355690 -1.748742 4.133028 -0.036 -0.001 -0.042 0.11
H 3.782374 -3.683215 2.837393 0.023 0.006 -0.021 0.15
H 5.051124 -2.658816 2.151531 -0.023 -0.009 -0.007 0.15
H 3.670947 -4.243657 0.269743 0.004 -0.005 0.015 0.14
H 2.656115 -3.647046 -1.929210 0.010 -0.017 0.017 0.08
H 3.182915 -0.293084 1.158170 -0.022 -0.004 0.006 0.18
H -1.857581 -1.495642 2.431473 0.003 -0.002 0.015 0.14
H -5.275835 -1.642574 1.578420 0.031 -0.005 0.003 0.14
H -4.898240 0.043572 1.952221 -0.028 -0.023 -0.008 0.14
H -4.765792 -1.523233 3.796443 0.016 0.030 -0.010 0.11
H -4.531596 -0.549675 -0.776482 -0.007 0.011 0.004 0.13
H -2.604617 -0.597708 -2.297195 -0.013 -0.002 0.002 0.09
O 0.525725 2.368697 3.689237 -0.022 0.054 0.053 -0.02
C 0.798637 1.001500 3.610251 0.031 -0.057 0.000 -0.20
C 0.865149 0.560118 2.185602 -0.010 0.061 0.019 -0.09
C 1.180825 -0.900991 2.024575 0.013 0.002 0.011 -0.09
C 0.376604 -1.620139 0.893469 0.060 -0.089 0.024 -0.07
N 1.131933 0.037459 -0.704488 0.112 0.313 0.520 0.02
C 0.641500 1.118115 -0.199229 0.002 0.040 0.000 -0.13
C 0.633380 1.452555 1.196034 -0.040 -0.039 -0.026 0.09
C -0.025679 1.909048 -1.260839 -0.042 0.142 0.022 -0.15
C -0.477878 3.202137 -1.123166 0.006 -0.100 -0.042 0.10
C -1.104275 3.818969 -2.209658 0.052 -0.054 0.021 -0.13
C -1.605201 5.228068 -2.109079 -0.044 0.054 -0.048 -0.19
O -1.267262 5.736151 -0.844433 0.001 0.022 0.040 -0.04
C -1.243352 3.091569 -3.383619 0.000 -0.009 0.004 0.05
C -0.769874 1.792874 -3.449905 -0.046 0.000 -0.070 -0.07
N -0.179881 1.204754 -2.409364 0.092 -0.022 0.160 -0.01
H 0.476816 2.644604 4.611297 0.014 -0.015 -0.048 0.12
H 0.032679 0.388730 4.110301 0.007 0.014 -0.008 0.15
H 1.762845 0.731924 4.069937 -0.020 0.006 0.001 0.15
H 1.197397 -1.393611 2.992210 0.004 -0.034 0.007 0.15
H 0.467673 -2.694422 1.068047 -0.004 0.010 -0.018 0.18
H 0.368735 2.461251 1.480751 0.009 -0.002 -0.005 0.12
H -0.348946 3.748509 -0.200741 0.008 0.010 0.004 0.13
H -2.691090 5.214975 -2.266816 0.017 0.011 -0.022 0.15
H -1.160003 5.813524 -2.922604 -0.010 -0.016 0.019 0.15
H -1.548898 6.654911 -0.774640 0.014 -0.043 -0.006 0.12
H -1.707154 3.524534 -4.260222 -0.015 0.006 0.005 0.14
H -0.853482 1.206420 -4.357152 -0.003 0.017 0.005 0.13
S 2.284157 -3.739205 -4.722623 -0.038 0.102 0.056 0.14
As 1.043840 -2.174679 -5.110878 -0.251 -0.617 -0.402 -0.31
S 2.078614 -0.293902 -3.854743 -0.539 0.095 0.995 0.41
S -0.621335 -2.121174 -3.471763 0.236 0.126 0.023 0.38
S 0.332835 -1.340312 -6.808701 -0.001 0.123 0.097 0.13
```
Forces are in eV/Å.